<w>
12
Properties=species:S:1:pos:R:3 method="wB97M-V/def2-TZVPD" homo_energy_ev="-9.60 / -9.67" spin_multiplicity=1
C 0.192 0.107 1.530
C 0.461 -0.948 -0.644
C -1.000 -0.455 -0.506
N 1.279 0.663 0.942
N -0.900 0.514 0.569
O 0.007 -0.427 2.556
O 0.571 1.933 -1.344
S 0.323 1.816 0.090
H 0.882 -1.980 -0.522
H 1.176 -0.228 -1.221
H -1.417 0.257 -1.330
H -1.574 -1.251 -0.119

=====

<x>
12
Properties=species:S:1:pos:R:3 method="wB97M-V/def2-TZVPD" smiles="O=[N+]([O-])N1C=CSC1" homo_energy_ev="-8.38 / -8.38" spin_multiplicity=1
O -2.447 0.834 -0.159
N -1.786 -0.166 -0.010
O -2.177 -1.317 0.029
N -0.421 0.022 0.172
C 0.348 1.167 0.085
C 1.629 0.985 -0.015
S 2.130 -0.667 -0.060
C 0.385 -1.294 -0.031
H -0.101 2.083 0.344
H 2.135 1.938 -0.019
H 0.104 -2.081 0.743
H 0.202 -1.505 -1.080

=====

<y>
12
Properties=species:S:1:pos:R:3 method="wB97M-V/def2-TZVPD" smiles="[H]/N=C(/NC=S)C(=O)O" homo_energy_ev=-8.96 spin_multiplicity=1
H -1.611 1.429 0.673
N -0.518 1.385 0.560
C -0.292 0.164 0.026
N 1.039 -0.317 -0.287
C 2.183 0.324 -0.055
S 3.612 -0.638 0.067
C -1.418 -0.816 0.040
O -1.188 -1.951 0.486
O -2.659 -0.319 -0.334
H 1.162 -1.317 -0.172
H 2.279 1.468 -0.130
H -2.589 0.587 -0.872

=====

Computed relative energies in units of eV: <w> 4.062; <x> 3.177; <y> 0.000

=====

<w>
23
Properties=species:S:1:pos:R:3 method="wB97M-V/def2-TZVPD" smiles=Cc1ncncc1-c1ccccc1 homo_energy_ev=-8.97 spin_multiplicity=1
C -2.242 -1.301 -0.059
C -1.750 -0.194 -0.897
N -2.609 0.220 -1.841
C -2.337 1.273 -2.614
N -1.185 1.839 -2.517
C -0.241 1.417 -1.670
C -0.500 0.410 -0.739
C 0.524 -0.027 0.310
C 1.222 -1.210 0.257
C 2.388 -1.377 1.046
C 2.765 -0.405 2.060
C 2.026 0.806 2.072
C 0.928 0.931 1.291
H -1.671 -2.130 -0.269
H -2.174 -1.022 1.020
H -3.271 -1.575 -0.357
H -3.211 1.732 -3.084
H 0.775 1.950 -1.565
H 0.910 -2.038 -0.430
H 3.039 -2.247 1.104
H 3.752 -0.476 2.584
H 2.393 1.599 2.743
H 0.467 1.827 1.558

=====

<x>
23
Properties=species:S:1:pos:R:3 method="wB97M-V/def2-TZVPD" smiles=Cc1ccc(-c2ccccn2)nc1 homo_energy_ev=-8.49 spin_multiplicity=1
C 2.303 2.332 -2.851
C 1.204 1.511 -1.948
C 0.154 0.826 -2.500
C -0.405 -0.168 -1.633
C -0.049 -0.278 -0.204
C -0.750 -0.876 0.934
C 0.022 -0.939 2.260
C -0.897 -1.486 3.228
C -2.228 -1.881 3.084
C -2.525 -1.976 1.805
N -1.795 -1.586 0.752
N 0.921 0.557 0.193
C 1.520 1.323 -0.606
H 1.754 3.140 -3.307
H 2.965 3.016 -2.256
H 2.811 1.460 -3.547
H -0.432 0.983 -3.525
H -1.279 -1.002 -1.627
H 1.103 -0.529 2.478
H -0.459 -1.424 4.191
H -2.796 -2.383 3.934
H -3.605 -2.390 1.621
H 2.462 1.771 -0.475

=====

<y>
23
Properties=species:S:1:pos:R:3 method="wB97M-V/def2-TZVPD" smiles=Cc1ccc(-c2ccccn2)nc1 homo_energy_ev=-8.60 spin_multiplicity=1
C -4.245 0.019 0.230
C -2.749 -0.022 -0.014
C -2.051 -1.214 -0.207
C -0.554 -1.202 -0.046
C -0.107 0.022 -0.251
C 1.435 0.028 -0.162
C 2.197 1.148 -0.221
C 3.634 1.164 0.012
C 4.156 -0.079 0.281
C 3.231 -1.232 -0.017
N 2.036 -1.213 -0.299
N -0.704 1.296 -0.304
C -2.050 1.169 -0.100
H -4.405 -0.471 1.180
H -4.403 1.131 0.264
H -4.884 -0.555 -0.377
H -2.733 -2.165 -0.510
H 0.048 -2.073 0.192
H 1.741 2.261 -0.370
H 4.050 2.253 0.264
H 5.165 -0.150 0.647
H 3.723 -2.239 -0.156
H -2.530 2.126 -0.036

=====

Computed relative energies in units of eV: <w> 0.000; <x> 3.018; <y> 1.893